{"formula": "H4NS", "method": "ωB97M-V/def2-TZVPD", "total_charge": -1, "lumo_energy_ev": 4.96, "multiplicity": 1, "symbols": ["N", "H", "H", "H", "S", "H"], "coordinates": [[0.717, 0.811, 0.954], [0.191, 0.337, 1.688], [0.063, 0.898, 0.178], [1.362, 0.059, 0.710], [-1.115, -0.394, -1.632], [-1.218, -1.711, -1.897]], "nbo_charge": [-1.09, 0.34, 0.40, 0.35, -1.08, 0.09]}

=====

{"formula": "H4NS", "method": "ωB97M-V/def2-TZVPD", "total_charge": -1, "lumo_energy_ev": 4.74, "multiplicity": 1, "symbols": ["N", "H", "H", "H", "S", "H"], "coordinates": [[2.538, 0.082, -0.566], [2.786, 0.550, 0.303], [1.999, -0.723, -0.245], [1.783, 0.677, -0.910], [-1.301, -0.091, 0.224], [-2.253, 0.531, 0.939]], "nbo_charge": [-1.08, 0.34, 0.37, 0.37, -1.08, 0.09]}

=====

{"formula": "H4O2", "method": "ωB97M-V/def2-TZVPD", "total_charge": -1, "lumo_energy_ev": [4.58, 4.44], "multiplicity": 2, "s2": 0.7504, "symbols": ["O", "H", "H", "O", "H", "H"], "coordinates": [[1.391, 0.245, -0.085], [1.589, 0.172, 0.849], [1.762, -0.548, -0.472], [-1.698, -0.277, 0.093], [-0.811, -0.056, -0.192], [-2.233, 0.464, -0.192]], "nbo_charge": [-1.50, 0.31, 0.27, -1.01, 0.50, 0.43]}

=====

{"formula": "H4O2", "method": "ωB97M-V/def2-TZVPD", "total_charge": 0, "lumo_energy_ev": 0.62, "multiplicity": 1, "smiles": "O.O", "symbols": ["O", "H", "H", "O", "H", "H"], "coordinates": [[-1.649, -0.143, -0.200], [-1.331, 0.790, -0.242], [-2.377, -0.219, 0.400], [2.151, -0.046, -0.160], [1.728, -0.911, -0.035], [1.479, 0.529, 0.237]], "nbo_charge": [-0.95, 0.47, 0.47, -0.93, 0.47, 0.46]}

=====

{"formula": "H4O2", "method": "ωB97M-V/def2-TZVPD", "total_charge": 0, "lumo_energy_ev": 0.93, "multiplicity": 1, "smiles": "O.O", "symbols": ["O", "H", "H", "O", "H", "H"], "coordinates": [[-1.411, 0.150, 0.036], [-2.019, -0.500, -0.285], [-0.530, 0.089, -0.416], [1.250, 0.010, -0.137], [1.520, 0.811, 0.198], [1.189, -0.560, 0.604]], "nbo_charge": [-0.99, 0.47, 0.49, -0.93, 0.47, 0.48]}

=====

{"formula": "H4O2", "method": "ωB97M-V/def2-TZVPD", "total_charge": 0, "lumo_energy_ev": 0.53, "multiplicity": 1, "smiles": "O.O", "symbols": ["O", "H", "H", "O", "H", "H"], "coordinates": [[-1.641, -0.221, -0.048], [-2.511, 0.170, -0.105], [-0.981, 0.472, 0.168], [2.100, -0.108, -0.054], [1.459, 0.615, -0.049], [1.575, -0.928, 0.087]], "nbo_charge": [-0.94, 0.48, 0.47, -0.94, 0.46, 0.48]}

=====

For reference, E_tot by record: -12391.27440 -12391.28551 -4158.66810 -4159.70363 -4159.74111 -4159.67170 eV.